No. 1
The following is a quantum chemistry calculation of a molecular structure, C2H5I2P in a non-equilibrium geometry, from the Open Molecules 2025 dataset.

Its HOMO energy is -9.2525 eV. As for the relative energy (zero: lowest compared OMol25 entry of this formula, charge and spin): 5.4 kcal/mol. For the lowest unoccupied orbital energy, the calculation gives -0.017 hartree. As for the net charge: 0.

The geometry in XYZ format:
```
10
C2H5I2P, DFT the ωB97M-V functional and the def2-TZVPD basis
C -0.20 -0.12 -0.58
C -0.63 -0.13 0.85
P -2.43 -0.97 1.01
I -2.62 -0.31 3.33
I -3.41 1.12 0.07
H 0.59 0.66 -0.68
H 0.26 -1.01 -0.90
H -0.91 0.40 -1.30
H -0.75 0.89 1.21
H 0.23 -0.73 1.17
```

Atomic partial charges in e from the natural (NBO) method, atoms 1 to 8: -0.6501 -0.6745 0.4380 -0.1019 -0.1298 0.2229 0.2113 0.2171

No. 2
The following is a quantum chemistry calculation of a gas-phase ion, C2H5IN (charge +1) in a non-equilibrium geometry, from the Open Molecules 2025 dataset.

Its HOMO energy is -14.4163 eV. As for the relative energy (zero: lowest compared OMol25 entry of this formula, charge and spin): 23.2 kcal/mol. As for the SMILES: I[C@@H]1C[NH2+]1. For the lowest unoccupied orbital energy, the calculation gives -0.185 hartree. As for the net charge: +1.

The geometry in XYZ format:
```
9
C2H5IN, DFT the ωB97M-V functional and the def2-TZVPD basis
I 2.76 0.82 1.25
C 0.60 0.30 0.96
C 0.41 -0.63 -0.13
N -0.26 0.69 -0.23
H -0.07 0.03 1.83
H 1.30 -0.57 -0.83
H -0.30 -1.53 -0.15
H 0.27 1.34 -0.77
H -1.25 0.90 -0.07
```

Atomic partial charges in e from the natural (NBO) method, atoms 1 to 8: 0.2812 -0.1997 -0.2526 -0.5473 0.2690 0.2564 0.2807 0.4460

What is the formula in the second record? C2H5IN